DFT (wB97M-V/def2-TZVPD) results for a cluster of 7 separate species, C43H99N2O11P2 in total at a distorted geometry.

Each line ends with the Mulliken charge.
Geometry (Å):
C 1.041 -6.664 -3.703  -1.276
C 1.421 -8.010 -3.162  0.281
C 2.645 -8.644 -3.922  -0.758
O 2.412 -8.495 -5.280  -0.270
C 1.931 -9.590 -6.013  -0.725
N 1.655 -7.911 -1.726  -0.525
H 1.913 -8.778 -1.394  0.275
H 2.318 -7.171 -1.516  0.214
H 0.519 -7.698 -0.248  0.514
H 1.933 -6.042 -3.550  0.098
H 0.174 -6.194 -3.225  0.465
H 0.863 -6.804 -4.827  0.316
H 0.560 -8.677 -3.317  0.308
H 2.943 -9.674 -3.573  0.379
H 3.466 -7.941 -3.801  0.287
H 2.732 -10.314 -6.296  0.277
H 1.464 -9.131 -6.943  0.222
H 1.228 -10.244 -5.458  0.337
C -0.713 -4.692 5.353  -1.596
C 0.044 -3.690 4.456  0.616
C 1.414 -4.274 4.125  -0.506
O 2.362 -3.240 3.898  -0.377
C 3.298 -3.426 2.894  -0.651
N -0.667 -3.529 3.135  0.397
H -0.841 -4.465 2.687  0.568
H -1.486 -2.909 3.237  0.398
H -0.006 -3.124 2.407  -0.097
H -0.163 -4.784 6.277  0.451
H -1.137 -5.595 4.888  0.269
H -1.590 -4.164 5.677  0.492
H 0.131 -2.605 4.843  0.054
H 1.371 -4.869 3.231  0.215
H 1.745 -4.920 4.963  0.467
H 3.835 -4.300 3.100  0.425
H 4.049 -2.568 2.990  0.199
H 2.775 -3.506 1.930  0.162
C -3.277 -3.443 -4.152  -1.335
C -2.848 -2.040 -4.540  -0.698
C -1.486 -1.657 -3.961  0.779
C -0.996 -0.341 -4.572  -1.743
P 0.506 0.371 -3.862  1.676
C 0.145 0.801 -2.175  -0.446
C 1.419 1.120 -1.328  -0.888
C 0.992 1.941 -0.153  1.701
C 2.238 2.413 0.700  -1.338
C 1.772 -0.895 -3.864  -0.989
C 1.765 -1.869 -5.054  -0.526
C 2.178 -3.254 -4.732  -0.461
C 3.651 -3.480 -4.452  -1.424
C 1.095 1.643 -4.993  -1.226
C 1.951 2.828 -4.516  -0.687
C 1.082 3.956 -4.027  -0.233
C 1.946 5.128 -3.534  -1.356
H -4.334 -3.495 -4.340  0.418
H -3.109 -3.714 -3.075  0.277
H -2.826 -4.296 -4.678  0.339
H -3.560 -1.274 -4.267  0.404
H -2.799 -2.026 -5.666  0.317
H -0.737 -2.450 -4.081  -0.254
H -1.553 -1.560 -2.869  -0.114
H -1.926 0.320 -4.589  0.534
H -0.685 -0.567 -5.607  0.583
H -0.239 -0.126 -1.730  -0.718
H -0.685 1.484 -2.199  0.945
H 2.130 1.742 -1.894  0.652
H 1.819 0.195 -0.922  0.540
H 0.329 1.289 0.324  -1.087
H 0.506 2.904 -0.474  -0.692
H 3.097 1.801 0.438  0.524
H 2.035 2.371 1.807  0.053
H 2.552 3.488 0.443  0.226
H 1.542 -1.427 -2.907  0.135
H 2.708 -0.351 -3.876  0.853
H 2.520 -1.418 -5.721  0.566
H 0.771 -1.900 -5.616  0.373
H 1.829 -3.825 -5.656  0.408
H 1.628 -3.714 -3.934  0.030
H 4.355 -2.932 -5.118  0.385
H 3.808 -4.582 -4.504  0.321
H 3.809 -3.166 -3.451  0.383
H 0.205 2.063 -5.520  0.641
H 1.705 1.138 -5.787  0.376
H 2.581 3.137 -5.378  0.622
H 2.683 2.541 -3.718  0.180
H 0.219 3.558 -3.450  0.204
H 0.464 4.296 -4.881  0.412
H 2.599 4.944 -2.659  0.275
H 1.201 5.918 -3.350  0.352
H 2.489 5.542 -4.390  0.408
C -1.867 5.573 -0.871  -1.167
C -0.576 5.736 -0.155  0.095
C -0.723 5.796 1.382  -0.565
C -1.482 4.505 1.796  -0.198
P -2.137 4.147 3.387  1.376
C -3.322 5.438 3.974  -1.208
C -2.806 6.874 4.335  -0.766
C -2.777 7.147 5.745  -0.397
C -2.250 8.532 5.937  -1.499
C -3.230 2.761 2.997  -2.059
C -3.054 1.930 1.643  1.059
C -4.010 0.774 1.511  -0.499
C -3.869 0.282 0.076  -1.127
C -0.936 3.930 4.690  -1.292
C 0.334 4.870 4.320  0.103
C 1.349 4.784 5.466  -0.484
C 2.567 5.684 5.343  -1.394
H -2.757 6.280 -0.641  0.219
H -2.209 4.528 -0.763  0.150
H -1.676 5.655 -1.905  0.469
H -0.184 6.728 -0.497  0.491
H 0.058 4.887 -0.474  -0.227
H -1.360 6.642 1.607  0.216
H 0.199 6.041 1.853  0.501
H -0.977 3.618 1.486  -0.398
H -2.425 4.589 1.289  0.443
H -3.917 4.940 4.726  0.753
H -4.057 5.514 3.151  0.492
H -3.331 7.649 3.813  0.716
H -1.843 7.011 3.879  0.063
H -2.121 6.494 6.365  0.129
H -3.723 7.032 6.104  0.524
H -2.746 9.210 5.292  0.384
H -1.168 8.547 5.789  0.310
H -2.432 8.843 6.957  0.438
H -4.267 2.948 3.059  0.648
H -3.049 2.069 3.791  0.618
H -2.067 1.492 1.712  -0.474
H -2.958 2.574 0.747  -0.125
H -5.103 1.121 1.577  0.361
H -3.894 0.007 2.221  0.391
H -3.973 1.100 -0.624  0.372
H -4.615 -0.420 -0.308  0.457
H -2.843 -0.058 -0.111  0.024
H -0.754 2.852 4.789  0.866
H -1.348 4.252 5.661  0.828
H 0.011 5.919 4.203  0.157
H 0.853 4.409 3.404  -0.178
H 1.720 3.767 5.534  0.260
H 0.778 5.059 6.373  0.393
H 3.267 5.393 4.565  0.332
H 2.998 5.744 6.326  0.418
H 2.284 6.727 5.115  0.304
O 1.149 0.460 4.420  -0.647
C 0.261 0.517 3.362  0.146
O -0.144 -0.618 2.931  -0.765
O -0.119 1.622 2.922  -0.210
H 1.299 -0.494 4.478  0.304
O -0.116 -0.934 0.250  0.707
C 0.192 -2.248 -0.125  -0.257
O 0.376 -3.153 0.777  -1.156
O 0.257 -2.423 -1.362  -0.492
H -0.390 -0.870 1.242  -0.076
O 0.693 -5.637 0.079  -0.279
C 0.022 -6.430 0.957  0.664
O -0.124 -7.634 0.512  -0.472
O -0.368 -5.926 1.990  -0.783
H 0.529 -4.652 0.295  0.429

Total charge: +1

=====

DFT (wB97M-V/def2-TZVPD) results for a cluster of 10 separate species, C44H102N10 in total at a distorted geometry.

Each line ends with the Mulliken charge.
Geometry (Å):
C -7.741 2.955 1.613  -1.152
C -9.049 3.735 1.436  -0.616
N -9.352 3.530 -0.021  0.031
C -8.625 4.528 -0.862  -0.515
C -8.598 3.958 -2.290  -1.211
C -10.822 3.612 -0.201  -0.443
C -11.575 2.292 0.295  -1.177
H -7.873 1.969 2.057  0.312
H -7.079 3.542 2.250  0.315
H -7.175 2.749 0.705  0.343
H -9.942 3.558 2.035  0.473
H -8.929 4.813 1.537  0.301
H -9.077 5.512 -0.742  0.321
H -7.648 4.495 -0.378  0.374
H -9.466 3.907 -2.948  0.366
H -7.961 4.609 -2.889  0.403
H -8.109 2.986 -2.349  0.280
H -10.817 3.482 -1.283  0.276
H -11.399 4.492 0.081  0.313
H -12.404 1.938 -0.318  0.385
H -12.044 2.443 1.267  0.311
H -10.881 1.453 0.322  0.310
C 14.167 -5.721 7.539  -1.335
C 12.731 -5.115 7.584  -0.382
N 11.755 -5.639 6.619  0.064
C 10.565 -4.713 6.469  -0.299
C 9.797 -4.968 5.172  -1.337
C 11.494 -7.025 6.890  -0.772
C 10.478 -7.407 8.058  -1.075
H 14.374 -6.260 6.614  0.348
H 14.180 -6.458 8.343  0.323
H 14.943 -4.964 7.647  0.369
H 12.459 -5.033 8.636  0.306
H 12.766 -4.077 7.254  0.408
H 9.785 -4.737 7.230  0.285
H 10.850 -3.671 6.327  0.342
H 9.428 -5.992 5.125  0.319
H 8.846 -4.438 5.142  0.398
H 10.360 -4.812 4.252  0.321
H 12.434 -7.573 6.953  0.413
H 11.082 -7.539 6.022  0.345
H 10.481 -8.466 8.317  0.392
H 9.430 -7.173 7.870  0.275
H 10.714 -6.830 8.953  0.292
C 7.115 -0.163 -7.305  -1.201
C 7.406 0.924 -6.280  -0.561
N 7.182 2.243 -6.909  0.394
C 8.230 2.569 -7.925  -0.590
C 7.690 3.352 -8.977  -1.253
C 6.806 3.281 -5.993  -0.694
C 5.303 3.398 -5.707  -1.178
H 6.160 0.102 -7.759  0.329
H 7.093 -1.236 -7.112  0.379
H 7.765 0.079 -8.146  0.270
H 6.800 0.808 -5.382  0.447
H 8.442 0.805 -5.962  0.288
H 9.099 3.030 -7.455  0.308
H 8.777 1.744 -8.382  0.415
H 8.384 3.864 -9.645  0.432
H 7.056 2.832 -9.695  0.276
H 7.235 4.260 -8.581  0.254
H 7.024 4.307 -6.288  0.370
H 7.220 3.093 -5.002  0.382
H 5.034 4.129 -4.945  0.396
H 4.962 2.421 -5.365  0.249
H 4.837 3.749 -6.628  0.287
C -0.886 2.708 -1.708  -1.132
C -1.137 1.414 -2.571  -0.535
N 0.037 0.555 -2.562  -0.040
C -0.300 -0.458 -3.582  -0.453
C 0.944 -1.331 -3.832  -1.215
C 0.286 -0.047 -1.253  -0.664
C 1.834 -0.179 -0.995  -1.273
H 0.183 2.776 -1.507  0.279
H -1.439 2.627 -0.772  0.314
H -1.222 3.602 -2.233  0.325
H -2.009 1.014 -2.054  0.302
H -1.455 1.724 -3.567  0.462
H -1.119 -1.069 -3.202  0.347
H -0.603 0.132 -4.446  0.418
H 1.838 -0.813 -4.178  0.258
H 1.138 -1.825 -2.880  0.293
H 0.803 -1.971 -4.702  0.406
H -0.148 -1.047 -1.241  0.410
H -0.161 0.354 -0.343  0.443
H 2.471 -0.136 -1.878  0.321
H 2.216 -0.944 -0.320  0.351
H 2.133 0.664 -0.372  0.382
C 1.158 -6.828 8.504  -1.237
C 1.622 -5.288 8.231  -0.548
N 2.142 -4.995 6.838  -0.064
C 1.304 -5.697 5.853  -0.527
C 1.619 -5.280 4.333  -1.317
C 2.204 -3.568 6.483  -0.454
C 2.915 -2.705 7.538  -1.329
H 0.258 -6.967 7.905  0.322
H 0.860 -6.989 9.540  0.370
H 1.941 -7.493 8.140  0.327
H 0.870 -4.531 8.454  0.407
H 2.412 -5.108 8.961  0.373
H 1.436 -6.765 6.023  0.435
H 0.235 -5.631 6.058  0.371
H 1.413 -4.231 4.123  0.330
H 2.651 -5.403 4.003  0.350
H 1.045 -5.951 3.693  0.384
H 1.210 -3.136 6.366  0.338
H 2.775 -3.462 5.561  0.411
H 2.922 -1.657 7.240  0.401
H 3.965 -2.984 7.627  0.319
H 2.511 -2.811 8.545  0.336
C -8.774 -3.062 -2.660  -1.044
C -8.708 -4.301 -1.688  -0.788
N -7.434 -4.653 -1.094  -0.027
C -6.498 -5.047 -2.148  -0.306
C -6.967 -6.111 -3.090  -1.392
C -6.841 -3.550 -0.316  -0.425
C -6.103 -4.077 0.877  -1.389
H -8.286 -2.144 -2.333  0.295
H -9.799 -2.707 -2.772  0.415
H -8.481 -3.319 -3.678  0.252
H -9.364 -4.253 -0.819  0.479
H -9.222 -5.161 -2.118  0.408
H -6.221 -4.160 -2.719  0.378
H -5.572 -5.315 -1.638  0.353
H -6.112 -6.543 -3.611  0.388
H -7.545 -6.945 -2.692  0.337
H -7.640 -5.678 -3.830  0.283
H -7.607 -2.905 0.114  0.436
H -6.125 -3.001 -0.928  0.323
H -6.771 -4.807 1.336  0.352
H -5.577 -3.316 1.452  0.385
H -5.279 -4.636 0.433  0.285
C -3.924 9.211 -5.650  -0.718
C -4.795 10.300 -5.979  0.279
N -5.528 11.145 -6.180  -0.333
H -2.897 9.530 -5.473  0.275
H -3.757 8.676 -6.585  0.257
H -4.472 8.612 -4.923  0.239
C -7.527 4.687 -9.894  -0.672
C -6.277 4.264 -9.335  0.289
N -5.230 3.934 -8.943  -0.372
H -7.811 4.096 -10.765  0.263
H -7.283 5.734 -10.076  0.237
H -8.303 4.670 -9.128  0.255
C 0.675 10.249 0.372  -0.779
C 0.817 11.485 0.993  0.325
N 0.989 12.486 1.489  -0.330
H 0.018 10.425 -0.480  0.237
H 0.456 9.308 0.878  0.303
H 1.702 10.098 0.040  0.244
C -3.156 8.306 4.198  -0.788
C -4.236 8.005 5.112  0.340
N -5.034 7.646 5.858  -0.333
H -3.112 7.616 3.355  0.259
H -2.160 8.116 4.598  0.267
H -3.277 9.283 3.731  0.255

SMILES string: CCN(CC)CC.CCN(CC)CC.CCN(CC)CC.CCN(CC)CC.CCN(CC)CC.CCN(CC)CC.CC#N.CC#N.CC#N.CC#N
ΔE to the lowest compared entry with this formula, charge and spin: 422.8 kJ/mol
Total charge: 0

=====

| no. | E_HOMO (eV) | electronic energy (hartree) |
| --- | --- | --- |
| 1 | -10.6 | -3317.45053 |
| 2 | -8.3 | -2284.85535 |